DFT (ωB97M-V with the def2-TZVPD basis set) results for C33H60F6N7O9PSSb as an isolated structure at a distorted geometry.

Last column: Löwdin charge in e.
Atoms and positions in Å:
Sb (-1.10005, -1.01033, 0.76259)  1.175
S (-2.83209, -7.50192, 1.68564)  0.831
P (2.06111, -0.97241, 2.22588)  0.670
F (1.87481, 3.35754, 3.36763)  -0.005
F (-3.77386, -0.41157, 2.30820)  -0.215
F (3.19943, 4.84272, 1.87849)  -0.024
F (1.09482, 5.60749, 2.79732)  -0.020
F (-2.10973, 0.46452, -1.72933)  -0.132
F (0.18308, -0.16684, -1.98132)  -0.129
O (-10.54616, -10.06304, 4.00905)  -0.004
O (-0.93833, 7.32524, -2.79782)  -0.020
O (3.44336, 5.37555, -2.05612)  -0.009
O (3.05399, 0.17943, 1.69000)  -0.448
O (3.14383, -2.29001, 2.72244)  -0.277
O (-2.34742, -4.65040, -4.33465)  0.000
O (8.97004, 6.88224, -2.69415)  -0.003
O (-5.59775, -7.50374, 2.34481)  -0.104
O (1.10799, -0.38990, 3.56520)  -0.259
N (5.50961, 5.85759, -1.13072)  -0.194
N (-6.09203, -9.97248, 2.62669)  -0.037
N (10.65828, 7.99504, -1.56737)  -0.206
N (-4.71920, -9.88316, 2.31186)  -0.025
N (-0.92928, -2.93088, -4.95933)  -0.205
N (-9.74146, -12.13840, 4.64424)  -0.212
N (0.99652, 8.44888, -3.39101)  -0.199
C (1.68743, 9.71575, -3.50667)  -0.070
C (-0.34118, 1.86531, -0.59280)  -0.069
C (-8.50212, -11.98187, 3.91133)  -0.062
C (12.00950, 8.51387, -1.59366)  -0.067
C (-3.29340, -0.54398, 0.88400)  -0.384
C (-9.96517, -13.36115, 5.38619)  -0.073
C (6.39231, 5.74960, 0.01158)  -0.060
C (1.83112, 4.40471, 2.29371)  -0.204
C (10.10306, 7.34436, -2.64868)  -0.302
C (0.97010, 3.89577, 0.95572)  -0.042
C (5.97727, 6.55155, -2.31280)  -0.053
C (0.57532, 5.04448, -0.16324)  0.001
C (-6.64823, -8.53497, 2.63525)  -0.029
C (-10.67062, -11.12024, 4.61420)  -0.332
C (-0.81367, 0.34072, -0.96564)  -0.415
C (-2.40055, -6.32001, 3.07516)  -0.499
C (-1.82413, -4.01053, 1.70818)  -0.276
C (-0.74715, 3.05137, -1.68457)  0.023
C (1.03667, -1.62788, 0.75291)  -0.421
C (-4.43438, -8.39765, 2.13477)  -0.461
C (4.23963, 5.32091, -1.12750)  -0.299
C (1.68719, 7.23737, -3.78193)  -0.043
C (9.86676, 8.16593, -0.36658)  -0.047
C (0.27331, -2.53188, -5.65951)  -0.070
C (-4.24633, -1.68415, 0.19098)  -0.253
C (-1.43301, -2.52382, 2.35937)  -0.361
C (-1.72000, -1.91650, -4.29345)  -0.049
C (-1.22272, -5.23771, 2.66925)  -0.250
C (-1.34394, -4.24473, -4.90721)  -0.336
C (0.52200, 2.33299, 0.71983)  0.049
C (-0.30769, 4.62810, -1.48718)  -0.028
C (-5.19909, -2.42984, 1.32897)  -0.161
C (-0.29659, 8.36080, -2.92092)  -0.310
H (10.79045, 7.26976, -3.50716)  0.131
H (-8.73130, -11.83148, 2.85208)  0.092
H (0.76953, -3.39397, -6.11363)  0.079
H (-7.97539, -11.09943, 4.28663)  0.073
H (1.73813, 6.56308, -2.92177)  0.061
H (-2.97681, -4.15572, 1.55656)  0.082
H (-0.85560, 0.24235, 1.94996)  -0.018
H (7.29946, 5.21883, -0.29148)  0.087
H (5.95268, 5.86326, -3.16298)  0.098
H (1.61865, -1.36757, -0.23326)  0.055
H (3.98660, 4.81635, -0.18069)  0.114
H (-1.50969, -2.28541, -0.40788)  -0.015
H (-0.72607, 9.33993, -2.65277)  0.128
H (-4.58316, -2.85072, 2.24141)  0.057
H (5.91368, 5.20412, 0.82952)  0.083
H (0.00553, -1.81768, -6.44353)  0.085
H (-5.85294, -3.30800, 0.86255)  0.076
H (1.12255, 6.74744, -4.58078)  0.098
H (-2.72934, -1.91753, -4.71578)  0.092
H (-2.16622, -2.18851, 3.20903)  0.069
H (-3.34845, -5.66174, 3.37822)  0.102
H (9.57242, 7.18143, 0.00911)  0.090
H (-11.57456, -11.34320, 5.20432)  0.126
H (1.06164, -2.81865, 0.83411)  0.053
H (-0.38078, -2.70361, 2.89390)  0.042
H (11.97689, 9.59397, -1.42397)  0.089
H (2.69776, 7.46489, -4.13166)  0.088
H (-1.78358, -2.15691, -3.22800)  0.082
H (-10.93581, -13.34498, 5.88943)  0.081
H (1.96816, 9.87135, -4.55240)  0.086
H (-5.99550, -1.67781, 1.80319)  0.080
H (-1.26834, -0.92913, -4.42166)  0.085
H (-0.34087, -5.74783, 2.07456)  0.108
H (-7.75334, -8.17419, 2.84405)  0.141
H (-0.77486, -4.74834, 3.63453)  0.107
H (3.92067, -2.17729, 2.06843)  0.084
H (1.06354, 0.61637, 3.57811)  0.073
H (0.84036, 1.55390, 1.53331)  0.036
H (-2.11626, -6.97673, 4.01396)  0.085
H (2.58688, 9.68604, -2.88491)  0.086
H (6.99632, 6.91959, -2.16650)  0.043
H (6.65184, 6.75543, 0.35437)  0.082
H (-1.35520, 2.78655, -2.64971)  0.094
H (-0.67065, -4.93159, -5.44570)  0.122
H (0.91294, 6.18288, -0.04454)  0.109
H (10.43784, 8.69671, 0.39988)  0.088
H (-7.86968, -12.86586, 4.02922)  0.089
H (-0.62094, 5.39924, -2.32385)  0.062
H (-9.93449, -14.20632, 4.69249)  0.087
H (-9.17471, -13.47054, 6.13437)  0.088
H (-5.00927, -1.13998, -0.54483)  0.106
H (-3.68084, -2.47464, -0.46246)  0.078
H (12.58816, 8.03402, -0.79902)  0.089
H (5.30835, 7.39205, -2.52042)  0.083
H (-3.55378, 0.50745, 0.38482)  0.101
H (12.48909, 8.31614, -2.55624)  0.084
H (8.96427, 8.73346, -0.61265)  0.094
H (1.05174, 10.54288, -3.17891)  0.081
H (-1.32503, -4.18363, 0.64790)  0.084
H (0.95613, -2.05828, -4.94815)  0.090

Its net charge is -1. For the LUMO energy, the calculation gives 1.45 eV.

=====

DFT (ωB97M-V with the def2-TZVPD basis set) results for a 2-piece molecular cluster, C4H10NO overall at a distorted geometry.

Last column: natural (NBO) charge in e.
Atoms and positions in Å:
O (-1.16667, -1.77326, -1.12991)  -0.504
N (-0.96892, 0.93955, 2.49261)  -0.739
C (-0.46664, 0.27797, 1.47734)  0.109
C (-0.45918, 0.04765, -2.59528)  -0.787
C (-1.25472, -0.56552, -1.47460)  0.541
C (0.98871, 0.02194, 1.51129)  -0.737
H (0.62685, -0.26567, -2.62993)  0.270
H (1.45516, 0.28103, 2.47550)  0.214
H (1.51220, 0.55637, 0.75092)  0.247
H (-0.86155, -0.40911, -3.61564)  0.316
H (-0.38966, 1.41116, 3.30447)  0.366
H (-2.05468, 0.00107, -1.02937)  0.234
H (-1.91598, 1.36690, 2.65531)  0.417
H (1.05540, -1.06987, 1.15827)  0.235
H (-0.23638, -2.09437, -1.41955)  0.526
H (-0.40690, 1.17486, -2.59134)  0.293

Its net charge is +1. The calculation puts the energy above the lowest of the compared OMol25 structures with the same formula, charge and spin at 398.78 kJ/mol. For the LUMO energy, the calculation gives -5.35 eV.

=====

DFT (ωB97M-V with the def2-TZVPD basis set) results for C16H27OS4V as an isolated structure.

Last column: natural (NBO) charge in e.
Atoms and positions in Å:
V (0.19044, 0.00267, 0.84190)  0.746
S (-2.12633, -1.13254, 0.86459)  0.421
S (-1.35023, 1.93285, 1.47926)  0.419
S (-0.52229, -0.21592, -1.58281)  0.429
S (1.36392, 1.90611, -0.34302)  0.415
O (1.18895, -1.64317, -0.15989)  -0.671
C (0.08016, 3.19280, -0.51445)  -0.522
C (-2.26950, -0.49786, -1.89183)  -0.532
C (1.81835, -1.13048, 2.21367)  -0.121
C (2.05487, -2.40889, -0.61303)  0.704
C (0.17184, 1.00595, -2.71347)  -0.541
C (0.51319, -1.37557, 2.69400)  -0.243
C (3.46396, -1.95997, -0.77835)  -0.744
C (-0.03202, -0.14017, 3.08720)  -0.236
C (2.05841, 0.25578, 2.23651)  -0.255
C (0.92636, 0.87396, 2.80118)  -0.238
C (-0.64860, 3.44104, 0.78258)  -0.548
C (-2.64088, -1.53499, -0.83866)  -0.536
C (1.49589, 1.44153, -2.10010)  -0.530
C (1.69240, -3.79773, -0.98948)  -0.729
C (-2.95172, 1.58623, 0.74252)  -0.544
C (-3.30439, 0.20144, 1.27683)  -0.539
H (4.10577, -2.55874, -0.12332)  0.291
H (-0.99598, 0.01710, 3.54598)  0.284
H (3.59271, -0.90478, -0.54840)  0.226
H (-3.66369, 2.32031, 1.12388)  0.291
H (-0.51866, 1.82693, -2.89476)  0.249
H (2.95676, 0.75438, 1.90540)  0.290
H (3.81239, -2.18111, -1.79014)  0.292
H (0.58896, 4.09345, -0.86331)  0.290
H (-2.36864, -0.93609, -2.88623)  0.291
H (2.39346, -4.50811, -0.54558)  0.287
H (1.83003, -3.89298, -2.07233)  0.286
H (2.24409, 0.65124, -2.14753)  0.260
H (2.51256, -1.87920, 1.87601)  0.270
H (-0.62774, 2.87904, -1.27752)  0.229
H (0.02433, -2.33639, 2.75417)  0.291
H (0.82128, 1.92525, 3.02230)  0.281
H (1.90863, 2.30417, -2.62579)  0.294
H (-2.93513, 1.64252, -0.34141)  0.230
H (-2.17745, -2.49838, -1.05154)  0.271
H (-4.27559, -0.13272, 0.90883)  0.288
H (-3.71863, -1.69664, -0.79245)  0.289
H (0.66930, -4.03950, -0.71925)  0.247
H (0.35664, 0.51572, -3.67002)  0.291
H (-1.45904, 4.15917, 0.64050)  0.296
H (-0.00819, 3.85562, 1.56265)  0.273
H (-3.37246, 0.20942, 2.36574)  0.271
H (-2.86846, 0.40725, -1.85101)  0.238

The expectation value of S² is 0.87. Its net charge is +3. The calculation puts the energy above the lowest of the compared OMol25 structures with the same formula, charge and spin at 0.00 kJ/mol. The spin multiplicity is 2. For the LUMO energy (alpha / beta), the calculation gives -11.33 / -10.84 eV.

=====

DFT (ωB97M-V with the def2-TZVPD basis set) results for CBrN3O2 as an isolated structure at a distorted geometry.

Last column: natural (NBO) charge in e.
Atoms and positions in Å:
Br (2.69086, 0.52984, -0.23967)  0.320
O (-1.78652, 2.05225, 0.62648)  -0.225
O (-0.19950, 0.82478, -0.45386)  -0.274
N (0.52856, -2.39963, -0.19409)  -0.268
N (-1.17517, 1.59476, -0.29086)  0.530
N (1.20975, -0.14615, 0.52205)  -0.411
C (0.85907, -1.31162, 0.06635)  0.327

The calculation puts the energy above the lowest of the compared OMol25 structures with the same formula, charge and spin at 147.91 kJ/mol. For the LUMO energy (alpha / beta), the calculation gives -2.30 / -2.09 eV.

=====

Values of DFT total energy, in order: -3932.20167; -288.01120; -3236.87846; -2926.61624, all in Ha.